293
Properties=species:S:1:pos:R:3:forces:R:3 method="wB97M-V/def2-TZVPD" lumo_energy_ev=0.29 multiplicity=1 e_tot_ev=-135971.11421
C 3.0742 -7.3608 -1.9007 -0.033 0.423 0.386
C 2.7823 -6.7669 -0.4966 0.144 0.463 0.321
C 4.0983 -6.4991 0.3190 0.725 0.443 -0.896
O 4.9659 -5.4768 -0.3190 -1.053 -0.022 -0.168
C 6.1642 -5.1624 0.3667 0.341 -1.513 0.376
N 1.9599 -5.5613 -0.5842 1.139 0.069 -1.175
H 3.6839 -8.2611 -1.8244 0.063 0.031 0.007
H 3.5943 -6.6299 -2.5198 0.341 0.090 0.193
H 2.1905 -7.5962 -2.4937 -0.323 -0.073 0.491
H 2.1339 -7.4158 0.0921 0.541 -0.728 0.103
H 4.6506 -7.4377 0.3649 0.269 -0.086 0.145
H 3.9011 -6.1446 1.3307 -0.289 -0.147 0.069
H 6.9390 -4.6442 -0.1983 -0.751 0.361 -0.749
H 6.6644 -6.1070 0.5800 0.141 -0.255 0.440
H 6.0627 -4.6270 1.3107 -0.495 0.088 0.120
H 1.7136 -5.1343 0.2973 -0.222 -0.265 0.681
H 2.6399 -4.8847 -0.9002 -0.150 0.720 -0.680
C 1.8742 -4.8174 3.3798 0.344 1.311 -0.006
C 1.9905 -3.4818 2.5697 0.324 -0.971 0.696
C 3.4349 -3.1805 2.3096 0.506 0.706 0.694
O 3.9633 -2.4877 3.4588 1.331 -0.110 -0.913
C 5.3983 -2.5124 3.3317 0.107 -0.073 0.433
N 1.2674 -3.6318 1.3288 -0.415 0.049 0.394
H 2.5197 -5.5560 2.9044 -0.337 -0.218 -0.068
H 0.8439 -5.1576 3.4838 0.044 -0.049 -0.204
H 2.2694 -4.6513 4.3819 0.014 -0.018 0.090
H 1.5869 -2.6412 3.1342 -0.021 0.070 0.442
H 3.5981 -2.5085 1.4671 -0.286 -0.172 -0.505
H 4.0171 -4.0845 2.1309 -0.011 -0.177 -0.084
H 5.8025 -2.3410 2.3340 -0.579 -0.192 -0.500
H 5.7634 -3.4885 3.6512 0.133 -0.063 0.148
H 5.9110 -1.7236 3.8820 -0.570 -0.006 0.642
H 0.3332 -3.7183 1.7026 -0.707 -0.394 -0.623
H 1.2396 -2.7338 0.8674 0.019 0.033 -0.387
C 3.1441 3.8164 2.7856 0.417 -0.344 0.973
C 4.5438 3.4616 3.3699 -1.636 1.391 -0.248
C 4.9834 4.3749 4.5315 0.754 1.704 -0.418
O 5.1792 5.7513 4.0956 0.342 -1.261 -0.940
C 5.7574 6.6670 5.0093 -0.629 -0.597 -0.208
N 4.5491 2.0595 3.8021 0.628 0.198 -0.043
H 2.9682 4.8738 2.5884 0.404 0.016 0.058
H 2.4597 3.5133 3.5780 -0.566 -0.008 -0.127
H 2.9255 3.2590 1.8748 0.082 -0.153 0.049
H 5.2204 3.6607 2.5388 0.572 -0.440 0.197
H 5.9413 3.9584 4.8432 0.320 0.078 0.350
H 4.3458 4.4699 5.4105 -0.522 -0.731 0.023
H 6.7467 6.4156 5.3916 0.136 -0.519 -0.050
H 5.0545 6.7227 5.8406 0.162 0.648 0.344
H 5.8801 7.5942 4.4496 -0.350 0.088 0.275
H 3.8081 1.8641 4.4599 -0.741 0.208 -0.172
H 5.3410 1.9610 4.4213 0.653 -0.345 -0.138
C 6.0186 -1.1643 -0.2754 1.573 -0.445 -1.432
C 5.9157 0.0556 0.6064 0.040 -2.880 0.096
C 6.1112 1.3370 -0.1301 0.803 0.412 0.242
O 7.5080 1.4948 -0.2227 0.084 0.753 -0.185
C 7.8220 2.7854 -0.6801 0.808 0.682 0.518
N 4.6601 -0.0097 1.2557 -1.774 1.048 0.729
H 5.2881 -1.2122 -1.0829 -0.324 -0.032 0.272
H 6.1497 -2.1365 0.1997 -0.874 0.071 0.579
H 6.9891 -1.1570 -0.7716 0.206 0.470 -0.419
H 6.6568 -0.1440 1.3803 0.915 0.935 -0.164
H 5.6616 2.1651 0.4178 -0.027 0.242 0.420
H 5.7076 1.4347 -1.1379 -0.456 -0.666 -0.153
H 7.4666 3.0309 -1.6808 0.147 -0.409 -0.343
H 8.8951 2.9292 -0.5539 0.115 -0.304 -0.610
H 7.4395 3.5911 -0.0535 -0.630 -0.111 0.460
H 4.6600 0.7438 1.9283 -0.574 0.247 0.505
H 4.4891 -0.8463 1.7952 0.308 -0.086 -0.110
C -5.2913 -0.3365 3.9527 -1.225 1.806 -0.662
C -5.7252 0.3335 2.5832 0.166 -1.220 1.187
C -5.7579 1.8700 2.4805 -0.667 -1.161 0.036
O -6.4371 2.2264 1.2412 1.802 -0.070 1.471
C -7.8068 2.2077 1.2683 -1.517 0.432 -0.104
N -4.8426 -0.1011 1.5740 1.730 -0.331 -1.462
H -6.1332 -0.2468 4.6391 -0.014 0.238 0.268
H -4.4720 0.2710 4.3372 0.332 -0.571 0.250
H -5.1325 -1.4132 3.8927 0.499 0.223 -0.467
H -6.6588 -0.1579 2.3094 -1.005 0.791 0.529
H -4.7583 2.2951 2.3898 0.076 -0.280 -0.018
H -6.1840 2.2489 3.4095 -0.654 0.621 -0.272
H -8.1935 2.7886 2.1056 -0.121 0.117 0.164
H -8.2777 1.2251 1.2954 0.243 -0.351 0.126
H -8.1354 2.6756 0.3403 -0.124 0.085 0.041
H -5.0436 -1.0704 1.3734 0.197 -0.510 0.051
H -5.1472 0.3530 0.7248 0.193 0.097 -0.513
C 0.2397 -4.8458 -7.2827 0.962 -2.166 0.480
C 0.0291 -3.4074 -7.2906 0.792 0.772 1.153
C 1.1495 -2.5220 -7.8678 -1.269 -0.067 0.611
O 0.6167 -1.1839 -7.7397 -0.664 -3.173 0.692
C 1.4629 -0.2063 -8.0907 0.454 2.730 -0.669
N -1.2194 -3.2213 -7.9973 0.246 1.283 -0.048
H -0.3693 -5.3219 -6.5142 -0.860 0.042 -0.523
H 1.1929 -5.2125 -6.9019 0.655 0.348 -0.653
H 0.0086 -5.1927 -8.2899 0.235 -0.757 0.177
H -0.0673 -3.1313 -6.2406 -0.365 0.559 0.102
H 1.2744 -2.8541 -8.8984 0.239 0.504 -0.493
H 2.1021 -2.6127 -7.3458 0.028 -0.012 0.154
H 0.8466 0.6919 -8.0511 -0.034 0.318 -0.629
H 1.8538 -0.3628 -9.0960 0.329 0.232 -0.098
H 2.2371 0.0835 -7.3803 0.620 -0.810 0.227
H -1.0103 -3.4596 -8.9563 -0.252 -0.437 -0.456
H -1.2312 -2.2126 -8.0470 -0.838 0.624 -0.244
C -5.1997 7.9534 4.7325 -0.020 -0.926 -0.997
C -4.8052 6.4822 5.0312 0.186 1.278 0.100
C -3.2833 6.2293 4.7009 -2.069 0.140 -0.710
O -3.0280 6.4681 3.3219 0.184 0.244 1.292
C -3.6440 5.5191 2.5182 0.616 -0.482 -1.207
N -4.9595 6.3303 6.4727 0.741 -0.774 -0.317
H -5.2293 8.1268 3.6567 0.192 0.292 -0.060
H -4.5256 8.6581 5.2194 -0.009 0.024 -0.021
H -6.2205 8.0810 5.0927 0.009 0.235 0.110
H -5.5500 5.8616 4.5330 0.482 -0.446 -0.265
H -3.0068 5.2051 4.9511 0.091 -0.118 0.222
H -2.7247 6.9484 5.3001 0.260 -0.022 -0.150
H -3.5057 4.4892 2.8472 0.018 -0.194 0.548
H -3.0812 5.5592 1.5856 -0.397 0.114 -0.355
H -4.7105 5.6681 2.3493 -0.108 0.249 -0.017
H -4.2183 6.9678 6.7262 -0.214 0.216 1.411
H -5.8539 6.7329 6.7136 0.050 0.136 0.407
C 0.8918 -1.3208 9.1279 0.344 -0.700 0.826
C 1.0933 -0.1623 8.1955 -0.328 -0.293 -1.222
C 1.7969 -0.5691 6.8500 0.117 0.737 1.875
O 3.1932 -0.6231 7.1341 -0.918 -0.001 0.660
C 3.9156 -1.4049 6.2339 0.570 0.266 0.523
N -0.2193 0.4234 7.8996 0.247 0.221 -0.268
H 0.0048 -1.9402 8.9947 -0.202 0.351 -0.573
H 0.8140 -0.9273 10.1414 0.111 -0.160 0.198
H 1.7315 -2.0143 9.0834 0.273 0.126 0.200
H 1.8076 0.5094 8.6715 0.036 0.343 0.028
H 1.6382 0.2566 6.1564 -0.332 -0.253 -0.610
H 1.4302 -1.5449 6.5313 -0.077 0.097 -0.421
H 3.4860 -2.4021 6.1382 -0.139 -0.006 -0.454
H 4.8915 -1.5221 6.7052 0.219 -0.038 -0.249
H 4.0185 -0.8583 5.2965 -0.026 -0.446 -0.374
H -0.1880 1.0608 7.1168 -0.015 -0.256 -0.225
H -0.5990 0.9828 8.6499 0.071 -0.239 0.432
C 6.9365 0.9110 -4.0325 -0.823 -0.970 0.130
C 6.4078 -0.4395 -4.6175 0.886 0.270 0.448
C 4.9420 -0.8480 -4.2384 1.161 -0.330 -0.207
O 4.5831 -2.0375 -4.9454 0.796 -0.397 -0.114
C 3.3046 -2.5223 -4.6161 -1.005 0.892 -0.837
N 6.5274 -0.3422 -6.0379 -0.864 -0.203 -1.685
H 6.8474 0.8480 -2.9480 -0.236 0.511 0.097
H 6.4085 1.7346 -4.5131 -0.319 0.089 0.406
H 7.9913 1.1111 -4.2209 0.098 -0.538 -0.272
H 7.0760 -1.2138 -4.2405 -0.020 -0.362 0.389
H 4.3008 -0.0004 -4.4805 -0.475 -0.006 -0.007
H 4.8806 -1.1541 -3.1940 0.084 0.710 0.370
H 2.6433 -1.7203 -4.9440 -0.759 0.103 0.434
H 3.0757 -2.8027 -3.5879 0.600 0.309 0.407
H 2.9734 -3.3752 -5.2086 0.806 -0.178 -0.281
H 7.4294 -0.1420 -6.4458 0.227 0.203 0.651
H 6.2124 -1.1828 -6.5009 -0.243 -0.119 0.063
C -3.1047 2.3169 -0.2761 -1.170 0.641 -0.986
C -3.9422 3.4983 -0.8628 1.790 0.673 0.775
C -3.2820 4.1435 -2.1187 0.693 -0.438 0.614
O -2.0781 4.8248 -1.8017 0.203 -0.457 0.285
C -1.2287 5.1885 -2.8975 -0.308 0.460 0.419
N -5.3057 3.1650 -1.1633 -0.029 -0.433 -0.817
H -3.1726 1.4670 -0.9552 0.304 -0.144 -0.101
H -3.5706 1.9962 0.6556 0.298 -0.012 0.086
H -2.0749 2.6428 -0.1296 -0.063 -0.047 0.023
H -3.9663 4.1877 -0.0188 0.393 0.783 -0.141
H -3.9163 4.8660 -2.6323 -0.583 -0.221 -0.063
H -3.0275 3.3002 -2.7607 -0.266 -0.054 -0.514
H -0.2164 4.8287 -2.7134 -0.110 0.089 0.022
H -1.2430 6.2773 -2.9465 0.289 0.111 -0.015
H -1.5345 4.8508 -3.8878 -0.365 -0.466 0.115
H -5.7597 2.9248 -0.2937 -0.241 -0.144 0.172
H -5.7238 4.0233 -1.4927 -0.405 -0.002 -0.211
C 1.6362 -1.0023 -1.5200 -1.900 -0.442 -0.143
C 1.4973 0.1955 -0.5608 1.110 -0.962 -0.056
C 1.2305 -0.2749 0.9104 0.380 0.900 -1.801
O -0.0261 -0.8914 0.9718 -0.581 -1.262 0.241
C -1.1895 -0.0703 0.9157 0.345 0.603 0.300
N 2.7427 0.9303 -0.6750 0.435 1.344 0.351
H 1.5249 -0.7243 -2.5681 0.408 0.446 -0.102
H 0.7967 -1.6909 -1.4245 -0.192 -0.280 0.314
H 2.5375 -1.6061 -1.4151 0.241 0.362 0.340
H 0.6820 0.8782 -0.8001 -0.169 -0.210 -0.466
H 1.3135 0.5850 1.5750 0.000 0.067 0.273
H 1.9978 -1.0148 1.1384 -0.107 0.053 0.376
H -1.1830 0.5335 0.0083 -0.059 0.147 0.240
H -1.2040 0.5127 1.8366 0.058 0.516 -0.292
H -2.1339 -0.6132 0.9546 0.346 -0.651 -0.211
H 3.4951 0.5111 -0.1476 -0.071 -0.305 0.776
H 3.1134 0.9342 -1.6145 -0.434 -0.065 -0.348
C 4.4657 3.7322 -2.2706 0.117 0.536 -0.556
C 3.0207 3.9607 -2.7496 -0.393 -0.626 0.119
C 2.5463 2.8631 -3.6870 -0.801 0.703 -1.268
O 1.2027 3.1701 -4.1624 -0.501 0.300 0.745
C 0.5241 2.1782 -4.9803 2.242 0.732 -0.002
N 2.1370 3.9008 -1.6077 -0.196 0.546 1.278
H 4.5011 3.2157 -1.3114 -0.026 -0.137 -0.226
H 5.0011 4.6744 -2.1534 -0.245 0.205 0.275
H 5.0665 3.2336 -3.0312 -0.090 -0.482 0.049
H 2.9610 4.9337 -3.2374 -0.182 -0.003 -0.170
H 2.4957 1.9443 -3.1028 0.355 -0.347 -0.444
H 3.2293 2.8954 -4.5359 0.072 -0.843 -0.319
H -0.4142 2.5081 -5.4263 -0.055 0.465 0.761
H 0.4149 1.2381 -4.4396 -0.066 -0.123 -0.128
H 1.2153 2.1248 -5.8214 -0.144 -0.996 -0.389
H 2.5088 3.1803 -1.0054 0.174 -0.132 0.538
H 1.2425 3.4956 -1.8437 -0.376 0.378 -0.475
C -3.4101 -4.4532 -5.3685 -1.175 0.664 -0.347
C -3.9487 -2.9810 -5.3151 1.455 -1.260 2.045
C -4.1664 -2.5735 -3.8332 -0.898 1.542 -1.087
O -2.9435 -2.3905 -3.1595 -0.082 -0.836 0.004
C -3.0892 -1.7358 -1.9182 0.384 0.407 0.256
N -2.9876 -2.0773 -5.9039 0.531 0.315 -0.609
H -2.3954 -4.6269 -5.0101 -0.002 0.520 0.088
H -3.4575 -4.7213 -6.4239 0.083 -0.496 0.071
H -4.0814 -5.0630 -4.7639 -0.024 -0.348 -0.230
H -4.8744 -2.8922 -5.8837 -0.220 -0.208 0.281
H -4.9211 -3.1850 -3.3386 0.445 -0.837 0.336
H -4.6711 -1.6074 -3.8253 -0.098 0.475 -0.280
H -3.9691 -2.0305 -1.3463 -0.050 -0.413 -0.008
H -3.1823 -0.6542 -2.0163 -0.075 0.163 -0.368
H -2.1803 -1.9170 -1.3444 -0.041 -0.224 0.072
H -2.5290 -2.5946 -6.6402 -0.307 -0.019 -0.682
H -2.1989 -1.9543 -5.2850 -0.110 0.254 0.712
C -2.2030 -6.2445 2.1047 0.907 -0.478 -0.658
C -3.0919 -5.4660 1.1547 0.407 -0.235 0.878
O -3.6667 -4.4617 1.9317 -1.400 1.366 0.524
H -1.6291 -6.9722 1.5310 -0.063 -0.408 0.181
H -2.6993 -6.6894 2.9672 -0.359 -0.142 -0.353
H -1.4486 -5.5849 2.5336 0.017 0.348 -0.091
H -3.9464 -6.0307 0.7817 0.314 -0.263 -0.267
H -2.5153 -5.0072 0.3515 0.048 -0.395 -0.299
H -2.9949 -3.8271 2.1921 0.358 0.158 -0.110
C 0.1226 6.4209 2.0110 0.396 0.072 -1.016
C 0.5513 5.6008 0.7754 0.424 0.590 0.364
O 1.4773 6.3198 -0.0696 -0.873 0.359 1.260
H -0.4060 7.3128 1.6748 -0.150 0.005 0.182
H 0.9780 6.7488 2.6016 0.119 -0.092 -0.028
H -0.5312 5.8147 2.6380 -0.097 0.082 -0.032
H -0.3458 5.3307 0.2184 -0.065 -0.125 -0.169
H 1.0191 4.6975 1.1670 0.117 -0.320 -0.242
H 1.8390 5.6913 -0.6986 0.053 -0.691 -0.287
C -3.4508 1.0790 -4.8189 0.822 -0.837 0.642
C -4.1307 1.0893 -6.1406 -0.335 -0.441 -0.759
O -4.9364 -0.0642 -6.4073 -0.736 1.319 0.402
H -2.6908 1.8604 -4.8202 -0.174 0.301 0.388
H -2.9062 0.1442 -4.6853 0.091 -0.074 -0.033
H -4.1325 1.1243 -3.9696 -0.057 0.436 0.001
H -3.3881 1.1255 -6.9376 0.260 0.332 -0.088
H -4.7121 2.0107 -6.1728 -0.483 -0.237 -0.455
H -4.3339 -0.8067 -6.3210 0.667 -0.469 0.021
C -0.8182 -1.8269 4.7742 -0.896 0.368 0.147
C -1.9016 -2.2383 3.7334 1.270 0.923 2.029
O -1.2586 -2.7051 2.6013 -0.378 -1.577 -0.930
H -0.0545 -1.2153 4.2937 0.039 0.142 -0.123
H -0.3021 -2.6260 5.3064 -0.171 -0.402 -0.373
H -1.2775 -1.2183 5.5531 0.023 0.177 0.109
H -2.4985 -1.3587 3.4923 -0.301 0.038 0.015
H -2.5385 -3.0005 4.1822 -0.089 -0.145 -0.337
H -0.6776 -2.0205 2.2616 0.233 0.429 -0.433
C -0.1388 -4.3593 -3.3463 -0.386 0.142 -0.218
C -1.0039 -4.7586 -2.1493 -0.513 1.267 -0.677
O -0.6252 -5.8915 -1.5058 -0.505 -2.221 0.329
H -0.2375 -5.0904 -4.1486 0.137 -0.358 0.110
H 0.9214 -4.2301 -3.1285 -0.006 0.005 0.213
H -0.5427 -3.4455 -3.7820 0.079 0.308 0.157
H -2.0225 -4.8963 -2.5120 -0.116 -0.095 -0.106
H -1.1007 -3.9652 -1.4082 0.239 0.713 -0.067
H 0.2853 -5.8234 -1.2092 0.962 0.263 0.167
C -2.0207 1.9613 3.7342 0.565 1.218 -0.107
C -0.7465 2.5603 4.3029 0.074 -0.793 0.938
O -0.6951 2.2750 5.7180 -0.118 0.300 -0.468
H -2.8544 2.5533 4.1120 -0.221 -0.247 0.015
H -2.1798 0.8987 3.9176 0.234 0.130 0.025
H -1.8987 2.1796 2.6733 -0.606 -0.287 -0.216
H -0.6991 3.6370 4.1398 -0.187 0.120 -0.095
H 0.1351 2.1228 3.8345 0.129 -0.121 -0.206
H 0.0528 2.7395 6.1008 0.093 0.245 -0.038
C -7.6802 1.0807 -2.0211 -0.497 -0.868 -0.524
C -6.5546 0.0840 -2.4261 -1.247 1.642 0.200
O -5.5269 0.2519 -1.4781 0.322 -1.073 -0.023
H -8.0674 0.8443 -1.0300 0.289 -0.011 0.093
H -8.5493 0.9934 -2.6731 -0.007 -0.011 -0.297
H -7.3506 2.1192 -2.0531 0.160 -0.195 0.018
H -6.1951 0.3731 -3.4137 0.007 -0.253 -0.285
H -6.9413 -0.9341 -2.4721 0.281 -0.083 0.276
H -5.3296 1.1872 -1.5666 0.331 0.788 0.272
C -7.7301 -2.0396 0.4153 -0.276 0.422 -1.415
C -6.7168 -3.1504 0.1193 -0.714 0.848 2.442
O -5.8198 -2.9430 1.2212 -0.007 0.233 -0.514
H -8.1676 -2.0777 1.4129 0.155 -0.465 -0.048
H -8.5254 -2.0467 -0.3301 -0.302 -0.104 0.028
H -7.2816 -1.0516 0.3110 0.337 -0.004 -0.004
H -6.2478 -3.1009 -0.8634 0.035 0.096 -0.005
H -7.2506 -4.0858 0.2872 0.200 -0.373 -0.458
H -5.1299 -3.6034 1.3185 0.487 -0.560 -0.050